Entry 1:
Formula: C35H58BBrN2O18P2S7
Source: the Open Molecules 2025 dataset
Level of theory: ωB97M-V with the def2-TZVPD basis set

Properties
**E_HOMO**: -8.379 eV
**Spin multiplicity**: 1
**Lowest unoccupied orbital energy**: -2.49 eV
**SMILES**: N=[PH2]c1c(Br)c([PH2]=S)c2c(c1CB(O)O)C(=O)C=C(ON=O)C2=O.O=S1(=O)CCCC1.O=S1(=O)CCCC1.O=S1(=O)CCCC1.O=S1(=O)CCCC1.O=S1(=O)CCCC1.O=S1(=O)CCCC1
**Charge**: 0

Last column: Mulliken charge in e.
CARTESIAN COORDINATES (ANGSTROEM)
1 N 2.0184 7.8200 -3.2563  -0.6620
2 P 2.3498 6.7806 -4.4771  0.3982
3 C 1.7338 4.9781 -4.1113  0.0685
4 C 2.7943 3.6996 -4.3063  -0.2733
5 Br 4.7061 4.0723 -4.9132  -0.2060
6 C 2.3335 2.1166 -4.0299  -0.0126
7 P 3.6255 0.6880 -4.3051  0.5823
8 S 2.9153 -0.3966 -5.7929  -0.4434
9 C 0.7729 1.7935 -3.5232  -0.1140
10 C -0.2982 3.0671 -3.3562  0.1451
11 C 0.1634 4.6493 -3.6389  0.5426
12 C -0.9178 5.8759 -3.4853  -0.3289
13 B -1.9521 5.7698 -4.8018  0.5863
14 O -2.9081 6.8789 -5.1094  -0.5643
15 O -1.9243 4.6100 -5.7162  -0.5585
16 C -1.8368 2.6387 -2.8980  0.2952
17 O -2.7360 3.4667 -2.3600  -0.5580
18 C -2.3290 1.0485 -3.0592  -0.3942
19 C -1.4009 -0.1088 -3.1899  0.0962
20 O -1.9301 -1.4794 -3.2844  0.0745
21 N -2.0376 -1.8924 -4.5596  0.0815
22 O -3.1700 -2.3801 -4.7265  -0.2860
23 C 0.2282 0.2649 -3.1749  0.5958
24 O 1.0353 -0.7617 -2.8184  -0.4743
25 H 2.8910 8.2627 -2.8919  0.2086
26 H 1.6429 7.1919 -5.6980  0.1266
27 H 3.7869 6.8550 -4.6783  0.0393
28 H 4.9646 1.1692 -4.5280  0.0677
29 H 3.6060 -0.0847 -3.0645  0.0281
30 H -0.4589 6.9513 -3.5363  0.2652
31 H -1.5507 5.8316 -2.4770  -0.2473
32 H -2.8304 6.9707 -6.1218  0.3026
33 H -2.5730 3.8990 -5.4266  0.3012
34 H -3.4914 0.8327 -3.0381  0.3386
35 O -3.4460 -6.6800 0.4666  -0.6929
36 S -3.8925 -5.3043 0.5315  1.0996
37 O -4.4773 -4.7344 1.7289  -0.5901
38 C -2.5613 -4.2523 -0.0135  -0.2779
39 C -2.7521 -4.1552 -1.5198  -0.4971
40 C -4.2532 -3.9700 -1.7361  -0.5920
41 C -4.9727 -4.9912 -0.8565  -0.5904
42 H -1.6014 -4.6866 0.2709  0.0476
43 H -2.6896 -3.2760 0.4635  0.3491
44 H -2.1754 -3.3287 -1.9454  0.1517
45 H -2.4209 -5.0832 -2.0010  0.3257
46 H -4.5426 -2.9556 -1.4359  0.2451
47 H -4.5285 -4.0918 -2.7884  0.3758
48 H -5.9289 -4.6062 -0.4931  0.2729
49 H -5.1280 -5.9358 -1.3850  0.3868
50 O -0.8838 5.9455 0.9581  -0.7008
51 S -2.3088 5.9715 0.7037  1.2509
52 O -2.8727 6.5690 -0.4903  -0.6940
53 C -2.9424 4.3142 0.8699  -0.5338
54 C -3.2929 4.1925 2.3454  -0.7182
55 C -3.9749 5.5077 2.7190  -0.6133
56 C -3.1307 6.6424 2.1410  -0.6812
57 H -2.1906 3.5925 0.5460  0.3206
58 H -3.8366 4.2335 0.2447  0.3646
59 H -3.9402 3.3312 2.5349  0.3610
60 H -2.3797 4.0677 2.9395  0.3096
61 H -4.9797 5.5351 2.2802  0.2945
62 H -4.0873 5.6118 3.8027  0.3223
63 H -3.7496 7.4921 1.8420  0.3339
64 H -2.3636 6.9705 2.8478  0.3477
65 O 9.0162 -0.9076 -2.2247  -0.6876
66 S 7.5912 -0.8816 -2.4792  1.1107
67 O 7.0273 -0.2841 -3.6731  -0.6380
68 C 6.9576 -2.5389 -2.3129  -0.7565
69 C 6.6071 -2.6607 -0.8374  -0.6178
70 C 5.9251 -1.3454 -0.4638  0.3823
71 C 6.7693 -0.2107 -1.0418  -0.6594
72 H 7.7094 -3.2606 -2.6368  0.4534
73 H 6.0634 -2.6196 -2.9381  0.3530
74 H 5.9598 -3.5219 -0.6479  0.2618
75 H 7.5203 -2.7854 -0.2433  0.3519
76 H 4.9203 -1.3181 -0.9026  0.0602
77 H 5.8127 -1.2413 0.6199  -0.1397
78 H 6.1504 0.6390 -1.3408  0.3484
79 H 7.5364 0.1174 -0.3350  0.3700
80 O 4.2162 -4.0291 1.3943  -0.6591
81 S 2.7912 -4.0031 1.1398  1.2732
82 O 2.2273 -3.4057 -0.0541  -0.6860
83 C 2.1576 -5.6604 1.3061  -0.8145
84 C 1.8071 -5.7822 2.7816  -0.5592
85 C 1.1251 -4.4669 3.1552  -0.5683
86 C 1.9693 -3.3323 2.5772  -0.2193
87 H 2.9094 -6.3822 0.9822  0.3985
88 H 1.2634 -5.7411 0.6809  0.3138
89 H 1.1598 -6.6434 2.9711  0.3655
90 H 2.7203 -5.9069 3.3757  0.2938
91 H 0.1203 -4.4396 2.7164  0.1125
92 H 1.0127 -4.3629 4.2389  0.3556
93 H 1.3504 -2.4825 2.2782  0.4689
94 H 2.7364 -3.0041 3.2839  -0.0435
95 O -7.5015 -0.1511 1.6830  -0.6667
96 S -7.3249 -0.9410 2.8834  1.1681
97 O -6.6210 -0.4381 4.0462  -0.6977
98 C -8.9183 -1.5517 3.3969  -0.7278
99 C -9.0728 -2.8699 2.6530  -0.5794
100 C -7.7158 -3.5646 2.7550  -0.5913
101 C -6.6436 -2.5276 2.4246  -0.2978
102 H -9.6943 -0.8253 3.1497  0.4001
103 H -8.8825 -1.7119 4.4786  0.3566
104 H -9.8745 -3.4801 3.0790  0.3437
105 H -9.3132 -2.6810 1.5999  0.2962
106 H -7.5704 -3.9325 3.7780  0.2995
107 H -7.6512 -4.4269 2.0840  0.2481
108 H -5.7247 -2.7052 2.9890  0.3678
109 H -6.4247 -2.5055 1.3535  0.0764
110 O 5.0574 -0.8419 2.3180  -0.7051
111 S 4.7229 -0.7378 3.7228  1.2327
112 O 3.6913 -1.5497 4.3367  -0.8202
113 C 6.2216 -0.8990 4.6734  -0.7813
114 C 6.7531 0.5225 4.7807  -0.5779
115 C 5.5363 1.3986 5.0744  -0.5688
116 C 4.4269 0.9808 4.1106  -0.7580
117 H 6.9116 -1.5789 4.1709  0.4285
118 H 5.9526 -1.2942 5.6576  0.3489
119 H 7.5140 0.6092 5.5618  0.3636
120 H 7.2068 0.8267 3.8298  0.2597
121 H 5.2087 1.2331 6.1080  0.2940
122 H 5.7694 2.4629 4.9706  0.3246
123 H 3.4385 1.0856 4.5652  0.3335
124 H 4.4707 1.5510 3.1786  0.4071

---

Entry 2:
Formula: C4H7ClF3N
Source: the Open Molecules 2025 dataset
Level of theory: ωB97M-V with the def2-TZVPD basis set

Properties
**E_HOMO (alpha / beta)**: -7.531 / -6.951 eV
**Spin multiplicity**: 1
**Lowest unoccupied orbital energy (alpha / beta)**: 0.40 / 0.03 eV
**Charge**: 0

Last column: natural (NBO) charge in e.
CARTESIAN COORDINATES (ANGSTROEM)
1 C 1.0541 -0.8452 -1.2998  -0.4300
2 C -0.9679 -1.3567 -0.0987  -0.4064
3 C -0.6775 0.8176 -0.6395  0.5082
4 C 0.1904 1.6684 1.7776  0.3574
5 N -0.2580 -0.4212 -0.8803  -0.4051
6 F -0.1775 1.8619 -1.3395  -0.3146
7 F 0.2965 2.9877 1.9512  -0.3489
8 F 1.4737 1.2200 1.3706  -0.4112
9 Cl -0.3013 0.8496 3.2296  -0.0851
10 H 1.5979 -0.1969 -1.9210  0.2351
11 H 1.7684 -1.0826 -0.4614  0.2217
12 H 1.1127 -1.8676 -1.8781  0.2170
13 H -2.0577 -1.2436 -0.0957  0.2155
14 H -0.7047 -2.3171 -0.3770  0.2130
15 H -0.7019 -1.2120 0.8791  0.2131
16 H -1.6474 1.1374 -0.2169  0.2204

---

Entry 3:
Formula: C11H17Cl2NO2Sn
Source: the Open Molecules 2025 dataset
Level of theory: ωB97M-V with the def2-TZVPD basis set

Properties
**E_HOMO**: 0.395 eV
**Spin multiplicity**: 1
**Lowest unoccupied orbital energy**: 3.96 eV
**Charge**: -2

Last column: natural (NBO) charge in e.
CARTESIAN COORDINATES (ANGSTROEM)
1 C -0.5209 -0.9713 -1.1742  -0.1447
2 C -1.4000 -0.9355 -0.0538  -0.1126
3 C -0.6304 -1.1610 1.1185  -0.1586
4 C -2.8528 -0.6677 -0.0695  -0.6406
5 C 0.7231 -1.3506 0.7240  -0.0685
6 C 0.7889 -1.2426 -0.6910  -0.1775
7 C 2.0292 -1.2778 -1.4838  -0.6155
8 C -0.8762 -0.6574 -2.5687  -0.6242
9 C -1.1236 -1.0315 2.5063  -0.6213
10 C 1.8640 -1.5542 1.6365  -0.6308
11 Sn 0.7806 2.6609 -0.3255  2.0571
12 Cl -4.1715 2.7878 1.5658  -0.9838
13 Cl -1.5260 2.4654 -0.5190  -0.3523
14 O 1.3476 1.5183 1.1825  -1.0395
15 H -3.1576 -0.2499 -1.0352  0.1902
16 H -3.1422 0.0828 0.6861  0.2427
17 H -3.4027 -1.6051 0.1145  0.1713
18 H -1.9148 -0.2629 2.5646  0.2237
19 H -0.2926 -0.7751 3.1820  0.1806
20 H -1.5499 -1.9850 2.8545  0.1664
21 H 1.7526 -0.9362 2.5388  0.1838
22 H 2.8039 -1.2865 1.1383  0.1791
23 H 1.9266 -2.6076 1.9536  0.1687
24 H 2.8856 -0.9202 -0.8968  0.1750
25 H 1.9539 -0.6549 -2.3807  0.1926
26 H 2.2315 -2.3142 -1.7806  0.1671
27 H -1.6830 0.0838 -2.6312  0.1976
28 H -1.2112 -1.5831 -3.0492  0.1702
29 H -0.0197 -0.2508 -3.1194  0.1891
30 H 2.1268 1.8839 1.6287  0.4670
31 O 1.4656 1.7956 -2.0104  -1.0616
32 H 2.3651 2.0801 -2.2673  0.4680
33 N 1.2882 6.0182 0.4797  -0.4281
34 C 1.1418 4.9042 0.1819  -0.1307

---

Entry 4:
Formula: C19H22F4N
Source: the Open Molecules 2025 dataset
Level of theory: ωB97M-V with the def2-TZVPD basis set

Properties
**E_HOMO**: -11.310 eV
**Spin multiplicity**: 1
**Lowest unoccupied orbital energy**: -6.50 eV
**Charge**: +1

Last column: natural (NBO) charge in e.
CARTESIAN COORDINATES (ANGSTROEM)
1 C 3.1214 0.2869 -2.3153  -0.6303
2 C 2.2226 0.1731 -1.0954  -0.2177
3 N 0.7596 0.2001 -1.2897  -0.4325
4 C 0.1866 1.5383 -1.4791  -0.2043
5 C 0.4594 2.2628 -2.7847  -0.6290
6 C 0.1298 -0.8966 -1.9961  -0.2029
7 C 0.9627 -1.9144 -2.7626  -0.6264
8 H 4.1684 0.2349 -1.9963  0.2274
9 H 2.9487 -0.5308 -3.0198  0.2149
10 H 2.9819 1.2378 -2.8389  0.2092
11 H 2.4555 -0.7616 -0.5603  0.1931
12 H 2.4384 1.0134 -0.4168  0.2022
13 H -0.8962 1.4335 -1.3396  0.1821
14 H 0.5597 2.1470 -0.6403  0.1954
15 H -0.0087 3.2500 -2.7495  0.2248
16 H 1.5267 2.4122 -2.9558  0.2129
17 H 0.0287 1.7171 -3.6286  0.2109
18 H -0.4103 -1.4590 -1.2231  0.1454
19 H -0.6463 -0.4687 -2.6504  0.2008
20 H 0.2972 -2.7386 -3.0465  0.2277
21 H 1.3743 -1.5117 -3.6939  0.2189
22 H 1.7646 -2.3448 -2.1522  0.2128
23 F 1.6025 -1.2314 4.9272  -0.3015
24 C 1.0212 -1.7361 3.7839  0.4034
25 C 1.2407 -3.0767 3.4746  -0.2253
26 C 0.6029 -3.5534 2.3276  0.4023
27 F 0.7149 -4.8934 2.0315  -0.3003
28 C -0.1532 -2.7516 1.4955  -0.1844
29 C -0.3667 -1.3714 1.8243  -0.1382
30 C -1.1961 -0.6212 0.9449  0.1685
31 C -1.8130 0.6430 1.1526  -0.1364
32 C -2.9555 0.9217 0.3332  -0.1788
33 C -3.6749 2.0859 0.5134  0.3941
34 F -4.7720 2.3134 -0.2846  -0.2990
35 C -3.3369 3.0477 1.4675  -0.2287
36 C -2.2098 2.7755 2.2393  0.4129
37 F -1.8742 3.6747 3.2281  -0.3015
38 C -1.4114 1.6511 2.0779  -0.1967
39 C 0.2338 -0.8866 3.0219  -0.1870
40 H 1.8485 -3.7170 4.1048  0.2793
41 H -0.6287 -3.1643 0.6036  0.2501
42 H -1.6859 -1.2253 0.1744  0.2284
43 H -3.2619 0.1884 -0.4151  0.2500
44 H -3.9212 3.9510 1.6020  0.2796
45 H -0.4923 1.5659 2.6484  0.2382
46 H 0.0648 0.1287 3.3581  0.2357